(1)
Here is a cluster of 14 separate species, C20H68O24 in total in a non-equilibrium geometry from OMol25. Energies are from ωB97M-V/def2-TZVPD.

energy relative to the best compared isomer or geometry (same formula, charge and spin): 3.750 eV
multiplicity: 1
LUMO: 0.09 eV
frontier orbital gap: 9.642 eV
charge: 0
highest occupied orbital energy: -9.548 eV

Each line ends with the Löwdin charge.
Element x y z (Å)
O (2.8560, 0.1844, 2.3517)  -0.042
O (2.1270, -1.7356, 4.2767)  -0.043
O (0.0630, 5.3084, 4.1027)  -0.040
O (0.6990, -1.8476, -4.9373)  -0.017
O (-0.7600, 3.5784, -2.6803)  -0.027
O (-2.5150, -1.8206, -1.4403)  -0.082
O (-2.2690, -0.7466, 3.4637)  -0.108
O (-2.9680, 3.7754, 1.2827)  -0.082
O (2.6830, -2.9946, -1.2873)  -0.044
O (1.5360, -0.1866, -0.2043)  -0.087
O (-2.9000, 0.8704, -1.5283)  -0.130
O (-0.7240, -2.7606, 2.2887)  -0.070
O (-1.9810, -1.9556, -5.0053)  -0.042
O (-1.6430, -4.0826, 0.0477)  -0.030
O (-4.2580, 1.5234, 5.3477)  -0.091
O (0.4390, -5.8126, -1.4363)  -0.026
O (5.4370, -2.4346, -3.0733)  -0.090
O (5.6910, 1.0094, -4.2333)  -0.102
O (-1.8730, 0.2754, 1.1117)  -0.061
O (4.4560, 0.4924, 0.0037)  -0.024
O (-6.2940, 2.6264, 0.7007)  -0.024
O (1.2380, 1.9614, 3.4067)  -0.087
O (2.0280, 0.8244, -2.8003)  -0.069
O (2.1760, 2.6064, 0.4117)  -0.042
C (1.2470, -4.8346, -1.9553)  -0.257
C (-4.3130, 3.9124, 1.0097)  -0.258
C (-2.6170, 2.2404, -1.8623)  -0.149
C (-1.0390, 2.3944, -1.9583)  -0.210
C (-2.4290, 0.0984, 4.5377)  -0.244
C (1.0600, 4.3294, 4.1567)  -0.217
C (-3.9410, 0.3654, 4.5747)  -0.227
C (5.4360, -0.3996, -4.2493)  -0.240
C (-0.4850, 0.4764, 1.0817)  -0.207
C (1.4150, -1.2956, -3.8783)  -0.256
C (0.8260, -1.9766, 3.8907)  -0.279
C (-4.9050, 2.5114, 0.8637)  -0.236
C (5.3290, -0.9846, -2.8773)  -0.231
C (-2.2450, -1.2806, -3.8333)  -0.215
C (-1.9400, -2.2206, -2.6183)  -0.225
C (0.6340, -2.7676, 2.6437)  -0.228
C (0.0970, -0.2806, -0.0843)  -0.191
C (0.5460, 3.2184, 3.2247)  -0.207
C (1.5600, 0.2334, -3.9983)  -0.215
C (1.6380, -3.8466, -0.8693)  -0.228
H (-3.3300, -1.1126, -3.9333)  0.135
H (0.0270, 0.1004, 1.9707)  0.108
H (4.4250, -0.4586, 0.0457)  0.026
H (0.1980, 3.5754, -2.7263)  0.088
H (6.4790, 1.3054, -3.7043)  0.110
H (-4.3250, 0.5864, 3.5907)  0.100
H (-1.3410, -3.9506, 0.9117)  -0.024
H (-1.6250, -0.3756, -3.7883)  0.119
H (1.1240, 4.0444, 5.2137)  0.131
H (-1.3080, -2.4046, 2.9737)  0.075
H (2.3520, 0.9634, 2.6497)  0.015
H (-2.0590, -0.3816, 5.4447)  0.124
H (-0.1460, 5.5034, 3.2307)  0.048
H (0.7170, 1.6494, 4.1577)  0.100
H (-4.0540, 1.3274, 6.2897)  0.100
H (-0.2540, -1.7276, -4.8773)  0.028
H (2.1820, 0.4374, -4.9143)  0.144
H (5.7560, -2.7176, -2.1703)  0.103
H (6.1410, -0.7116, -2.2393)  0.108
H (-3.0170, 3.0354, -1.2123)  0.103
H (-3.8430, 0.6724, -1.7433)  0.136
H (1.8070, -4.2716, 0.1107)  0.123
H (-2.2960, -3.2926, -2.7653)  0.159
H (-2.6550, -2.5376, -5.1973)  0.073
H (-1.7780, -3.1796, -0.2923)  0.008
H (-6.5000, 2.7984, 1.5847)  0.054
H (2.3600, -0.1926, 1.6337)  0.008
H (0.3770, -0.9656, 3.8567)  0.107
H (-2.7840, 3.4874, 2.1977)  0.099
H (-2.0460, -0.2196, 2.6597)  0.043
H (2.6870, 1.4784, -3.0593)  0.107
H (2.4080, -1.6336, -3.8553)  0.096
H (2.0020, 4.7594, 3.8547)  0.118
H (-1.8770, 1.0794, 4.2897)  0.136
H (-2.2810, 0.6544, 0.3077)  0.081
H (4.4670, -0.4396, -4.7443)  0.105
H (-3.1290, 2.4864, -2.8263)  0.138
H (0.7900, -3.1906, -0.6663)  0.083
H (-0.5080, 3.0484, 3.3697)  0.099
H (-0.1060, -1.3106, 0.1137)  0.090
H (-4.5080, 4.6264, 0.2307)  0.123
H (0.3790, -2.5526, 4.7447)  0.149
H (2.1140, -5.1996, -2.4683)  0.121
H (1.7340, -0.2776, -1.1413)  0.052
H (1.9160, 1.7534, 0.0737)  -0.013
H (1.1340, -3.7126, 2.6507)  0.125
H (-0.3650, 1.5674, 0.9167)  0.118
H (1.1240, -1.5416, -2.8673)  0.086
H (-4.6050, 1.9454, 0.0297)  0.081
H (-0.7170, 2.4914, -0.9633)  0.088
H (3.2160, -2.9006, -0.5483)  0.042
H (-4.6470, 1.9664, 1.8137)  0.129
H (1.0910, -2.2436, 1.8307)  0.090
H (2.9840, 2.5604, 0.9497)  0.050
H (-0.5710, 1.5244, -2.3413)  0.076
H (4.4080, -0.6656, -2.3483)  0.101
H (0.6680, -4.3026, -2.7083)  0.115
H (6.1820, -0.8096, -4.9563)  0.133
H (0.5510, 3.5664, 2.1847)  0.115
H (-2.5110, -0.8826, -1.2993)  0.025
H (4.0050, 0.7704, 0.7677)  -0.042
H (-4.6860, 4.4174, 1.9207)  0.133
H (0.6080, 0.6664, -4.1653)  0.084
H (-0.4100, -5.4226, -1.3713)  0.041
H (-0.4640, -0.0856, -1.0173)  0.110
H (2.5050, -1.0676, 3.7287)  0.022
H (-0.8370, -2.1946, -2.3823)  0.108
H (-4.4540, -0.4666, 5.0227)  0.118

(2)
Here is a structure of composition C23H26AlI2N2O in a non-equilibrium geometry from OMol25. Energies are from ωB97M-V/def2-TZVPD.

multiplicity: 1
LUMO: -3.98 eV
frontier orbital gap: 6.383 eV
charge: +1
highest occupied orbital energy: -10.364 eV

Each line ends with the Löwdin charge.
Element x y z (Å)
I (13.0359, -12.0260, -0.7072)  0.908
I (12.7490, -17.4585, -3.3758)  0.890
Al (10.6404, -10.3860, -4.4379)  0.288
O (11.0270, -11.4272, -3.0768)  -0.083
N (12.1794, -9.9334, -5.4302)  0.109
N (10.1290, -11.5825, -5.9585)  -0.005
C (14.3845, -9.2755, -7.1380)  0.027
C (8.5557, -8.9569, -5.1638)  -0.257
C (7.3172, -9.6948, -5.6561)  -0.035
C (11.4751, -12.6809, -3.2914)  -0.350
C (8.7519, -7.2565, -7.1340)  -0.030
C (8.4070, -9.8348, -2.6554)  0.002
C (13.3279, -10.1168, -7.5650)  -0.002
C (11.0026, -13.4808, -4.3138)  -0.145
C (14.3139, -8.7611, -5.7886)  0.003
C (12.1049, -15.4678, -3.3411)  -0.720
C (11.3452, -14.8389, -4.3354)  -0.110
C (10.1748, -8.2237, -3.7404)  -0.281
C (9.1578, -7.8897, -5.8353)  -0.206
C (12.5984, -14.6200, -2.2847)  -0.203
C (10.9920, -7.9177, -2.5174)  -0.052
C (12.4162, -13.2376, -2.3397)  -0.586
C (10.1118, -7.3668, -4.9002)  -0.191
C (9.9986, -13.0032, -5.4209)  -0.061
C (11.1929, -11.4577, -7.0578)  -0.037
C (10.9036, -6.0765, -4.9737)  -0.033
C (12.2654, -10.4144, -6.7362)  -0.161
C (13.2700, -9.2071, -4.9671)  -0.022
C (9.1085, -9.1729, -3.8444)  -0.308
H (7.2143, -9.7582, -6.7621)  0.080
H (10.4352, -5.1901, -4.4658)  0.101
H (7.4441, -9.4444, -2.4904)  0.080
H (8.9627, -13.1799, -5.0634)  0.149
H (13.3792, -9.0527, -3.8381)  0.145
H (9.2093, -11.3209, -6.3348)  0.126
H (7.3541, -10.7453, -5.3115)  0.073
H (13.1991, -15.0099, -1.4617)  0.083
H (13.3398, -10.6263, -8.5649)  0.147
H (15.1572, -8.9890, -7.8430)  0.121
H (6.3876, -9.1479, -5.3423)  0.109
H (10.7874, -8.6624, -1.6897)  0.086
H (10.6500, -11.1227, -7.9442)  0.141
H (11.8184, -6.1993, -4.3750)  0.067
H (10.8898, -6.8933, -2.0609)  0.104
H (11.5480, -12.4343, -7.3641)  0.137
H (10.9369, -15.4617, -5.1434)  0.112
H (11.0564, -5.8348, -6.0572)  0.081
H (8.2879, -10.8793, -2.7049)  0.060
H (8.9884, -9.7348, -1.7355)  0.087
H (9.4586, -6.4941, -7.5069)  0.076
H (8.4296, -7.9284, -7.9236)  0.071
H (10.1427, -13.6337, -6.2963)  0.115
H (12.1326, -8.0859, -2.4948)  0.081
H (15.1455, -8.2021, -5.3650)  0.119
H (7.9026, -6.6088, -6.8451)  0.101

(3)
Here is an isolated molecule of C2H4N4 in a non-equilibrium geometry from OMol25. Energies are from ωB97M-V/def2-TZVPD.

energy relative to the best compared isomer or geometry (same formula, charge and spin): 6.012 eV
multiplicity: 1
LUMO (alpha / beta): -0.41 / 0.07 eV
frontier orbital gap (alpha / beta): 8.064 / 8.073 eV
charge: 0
highest occupied orbital energy (alpha / beta): -8.477 / -8.004 eV

Each line ends with the Löwdin charge.
Element x y z (Å)
N (-2.0278, -0.0567, -0.0539)  0.048
N (1.7030, -1.2158, -0.9014)  0.169
N (1.3899, 0.6248, 0.1635)  0.011
N (0.0744, 0.6879, 0.0498)  -0.104
C (2.0244, -0.6291, 0.1458)  -0.384
C (-0.7924, -0.2134, -0.5268)  -0.158
H (-2.2922, 0.4877, 0.7645)  0.099
H (2.8305, -0.8195, 0.8694)  0.099
H (-0.2183, 1.6608, 0.0389)  0.135
H (-2.7758, -0.5608, -0.5060)  0.086

(4)
Here is a cluster of 2 separate species, C14H19BFNO12S2 in total in a non-equilibrium geometry from OMol25. Energies are from ωB97M-V/def2-TZVPD.

multiplicity: 1
LUMO: -2.57 eV
frontier orbital gap: 6.212 eV
charge: 0
highest occupied orbital energy: -8.779 eV

Each line ends with the Löwdin charge.
Element x y z (Å)
S (-1.9452, 2.1966, 1.3509)  0.980
S (-5.5314, -1.4023, -3.1265)  0.647
F (2.2128, 1.4845, 0.2839)  -0.098
O (2.6002, -0.6764, -1.6588)  0.109
O (-3.0637, -2.7970, -2.0854)  -0.047
O (-4.1975, 0.1417, 3.9749)  0.007
O (7.8821, -0.2318, -5.5393)  0.142
O (8.7613, 1.0691, -3.1295)  0.140
O (4.6897, -0.5078, -2.5098)  0.250
O (6.5591, 1.0196, -2.6129)  0.237
O (5.8406, -0.0436, -4.5826)  0.241
O (2.2441, 1.8873, -2.9127)  0.120
O (-3.5248, -2.9955, 0.3273)  -0.079
O (4.3988, 1.5877, -3.5348)  0.248
O (-3.6266, -0.9185, 1.8664)  -0.096
N (-0.9648, 3.3035, 2.2795)  -0.293
C (7.1701, 0.1239, -4.6141)  -0.387
C (-3.7946, 0.2964, 2.6841)  -0.266
C (-1.5188, -4.0571, 1.4021)  -0.047
C (-3.8180, -2.4528, -1.0086)  -0.268
C (3.2647, 1.2185, -2.9227)  -0.392
C (0.4842, 2.9015, 2.4405)  -0.190
C (-2.1555, -2.6476, 0.7746)  -0.262
C (3.4430, -0.0648, -2.2951)  -0.388
C (-3.5933, 1.8457, 2.1722)  -0.315
C (1.1789, 0.6682, 0.9608)  -0.148
C (7.6101, 0.7750, -3.4080)  -0.388
C (0.7633, 1.2865, 2.4571)  -0.175
C (-2.2496, -1.4384, 1.9198)  -0.106
C (-5.0900, -1.4550, -1.3069)  -0.461
B (5.3720, 0.5142, -3.3100)  -0.926
H (-2.4332, -4.6548, 1.8545)  0.105
H (1.7409, 1.1237, 3.1222)  0.143
H (-1.9399, -1.8849, 2.9610)  0.149
H (-0.0786, 0.6511, 2.9836)  0.110
H (0.2353, 0.6182, 0.2329)  0.116
H (-4.3607, -1.4221, -3.9035)  -0.100
H (-3.7494, 2.5893, 3.0888)  0.125
H (1.2118, 3.4347, 1.6643)  0.168
H (-4.9298, -0.3673, -0.8834)  0.082
H (1.5412, -0.4268, 1.1622)  0.138
H (-0.9672, 4.2254, 1.7477)  0.165
H (-1.3640, 3.4738, 3.2384)  0.165
H (0.8292, 3.3133, 3.5065)  0.156
H (-1.4306, -0.6390, 1.6179)  0.092
H (-1.4412, -2.2989, -0.0881)  0.160
H (-4.4921, 2.0699, 1.4192)  0.130
H (-1.0910, -4.6689, 0.4908)  0.102
H (-6.0285, -1.9019, -0.7207)  0.114
H (-0.6535, -3.8658, 2.1694)  0.089

What is the formula in the fourth record? C14H19BFNO12S2